Record 1
# C25H45GaGe2N2S3

C25H45GaGe2N2S3 as an isolated structure at a distorted geometry (ωB97M-V/def2-TZVPD, the OMol25 dataset).

Each line ends with the Mulliken charge.
Atoms and positions in Å:
Ga -0.196357 -1.038206 0.128111  1.664
C -2.679572 -4.984299 1.418784  -1.659
C -1.601951 -4.085298 0.912096  0.126
S -1.816618 -2.365489 0.888340  -0.580
C -0.407474 -4.464019 0.440766  1.084
C 0.116257 -5.855795 0.314593  -1.467
S 0.573424 -3.121239 -0.054883  -0.235
H -3.569255 -4.438630 1.752536  0.329
H -2.320903 -5.569778 2.272657  0.330
H -3.001740 -5.677400 0.633705  0.327
H -0.606426 -6.600416 0.663699  0.392
H 1.027132 -5.988439 0.909338  0.277
H 0.346236 -6.095981 -0.729594  0.282
C 2.649563 2.793648 0.756223  -1.313
C 2.028333 1.407269 0.843119  0.428
Ge 0.441627 1.230912 -0.285915  0.005
C 0.760855 1.202982 -2.214814  0.050
C 1.197973 2.559104 -2.749063  -1.306
C -0.837363 2.588322 0.153544  -0.281
C -2.006254 2.192568 0.665101  0.639
Ge -2.106642 0.263053 0.836217  -0.673
C -3.311438 -0.661485 -0.402121  -0.258
C -4.777223 -0.322885 -0.187336  -1.155
C -2.040430 -0.455744 2.657939  -0.219
C -3.243780 -0.074233 3.503787  -1.189
C -3.106367 3.144485 1.057640  0.276
C -4.316647 2.660037 1.592866  0.225
C -5.346244 3.529791 1.961724  -1.279
C -5.191337 4.905002 1.804792  -0.477
C -4.005569 5.412329 1.278247  -0.800
C -2.971923 4.546678 0.907329  -0.553
H 3.517977 2.851610 1.445482  0.395
H 1.909151 3.566670 1.051333  0.339
H 3.011451 2.999059 -0.267767  0.242
H 1.716774 1.224155 1.893122  0.303
H 2.772374 0.636412 0.552218  -0.486
H -0.191397 0.917593 -2.709812  0.410
H 1.528034 0.435287 -2.447950  -0.182
H 0.430364 3.328322 -2.521491  0.290
H 1.324118 2.497339 -3.850355  0.384
H 2.166616 2.860934 -2.310339  0.260
H -0.567545 3.618271 -0.027365  0.452
H -3.162823 -1.754268 -0.275154  0.301
H -3.025747 -0.384060 -1.438675  0.465
H -5.093190 -0.596017 0.839708  0.187
H -5.396138 -0.895527 -0.909558  0.405
H -4.950611 0.757167 -0.368808  0.315
H -1.119800 -0.075886 3.149129  0.473
H -1.973356 -1.561791 2.589121  0.275
H -3.289130 1.026444 3.629457  0.336
H -3.144237 -0.530523 4.511063  0.409
H -4.179195 -0.447438 3.040216  0.183
H -4.483125 1.608693 1.732794  0.689
H -6.267079 3.134053 2.370776  0.388
H -5.989764 5.577481 2.090899  0.386
H -3.884973 6.481165 1.156121  0.400
H -2.079910 4.999526 0.506500  0.385
C 4.953340 -0.497262 -4.333492  -0.906
C 4.237474 -1.767044 -3.909557  -0.765
N 3.203524 -1.498887 -2.925073  -0.024
C 3.304457 -1.307647 -1.580984  0.723
S 1.897780 -0.976090 -0.745895  -1.994
N 4.554175 -1.418248 -1.047733  -0.087
C 4.944421 -1.188611 0.336920  -0.839
C 5.324783 0.262646 0.571578  -0.482
H 5.706602 -0.720704 -5.095068  0.380
H 5.455263 -0.018213 -3.486877  0.237
H 4.246407 0.226976 -4.751955  0.275
H 4.947249 -2.495049 -3.505155  0.340
H 3.745091 -2.223452 -4.774423  0.376
H 2.258446 -1.384280 -3.275308  0.304
H 5.317615 -1.545742 -1.692151  0.232
H 5.807134 -1.833677 0.533268  0.462
H 4.141274 -1.489488 1.015440  0.275
H 6.148192 0.559914 -0.086698  0.367
H 5.644492 0.410509 1.607520  0.323
H 4.483216 0.933554 0.372886  -0.024
H 0.420341 -0.940723 1.612662  -0.170

Forces on the atoms, in the same order (eV/Å):
Ga -0.6 -2.2 2.4
C -0.4 -0.1 0.1
C 1.3 -0.3 -0.5
S -2.5 -4.2 0.9
C -0.6 0.1 0.2
C 0.1 -0.2 -0.1
S 2.4 -3.1 -1.5
H 0.2 0.0 -0.1
H -0.1 0.0 -0.1
H 0.0 0.0 0.1
H 0.0 0.2 0.0
H 0.0 0.0 -0.2
H 0.1 0.0 0.1
C 0.1 0.5 0.1
C 0.5 0.1 0.9
Ge 0.1 1.0 -0.5
C -0.1 0.2 -1.1
C 0.0 0.4 -0.4
C 0.0 0.0 0.0
C -0.5 1.1 0.1
Ge -1.3 0.3 0.2
C -1.2 0.6 -1.5
C -0.5 0.3 -0.2
C 0.4 0.8 1.9
C -0.3 0.4 0.3
C -0.1 0.2 0.1
C 0.2 0.9 -0.2
C 0.4 0.2 -0.2
C 0.1 -0.3 0.0
C 0.2 -0.6 0.0
C -0.7 -0.3 0.3
H -0.4 0.2 -0.4
H 0.6 -0.2 -0.2
H -0.1 0.1 0.5
H 0.1 -0.1 -0.6
H -1.0 0.8 0.6
H 0.4 0.0 0.3
H -0.8 0.9 0.0
H 0.6 -0.2 -0.2
H 0.0 0.3 0.5
H -0.4 0.0 -0.2
H -0.2 0.4 0.1
H -0.6 1.6 -0.7
H 0.0 0.0 0.4
H 0.0 0.2 -0.5
H 0.2 0.3 0.4
H -0.2 -0.6 0.2
H -0.4 -0.1 -0.4
H 0.1 1.7 0.7
H -0.3 -0.6 0.1
H -0.2 0.3 -0.5
H 0.3 0.3 0.4
H 0.1 -0.3 0.0
H 0.0 0.0 0.0
H 0.0 0.0 0.0
H 0.0 0.0 0.0
H 0.2 -0.2 -0.1
C 0.3 0.2 -0.2
C 0.0 0.2 0.2
N -0.5 -0.1 0.0
C 0.7 -0.2 -0.7
S 4.7 -1.2 -1.0
N -0.7 -0.1 -0.2
C -0.1 0.1 0.1
C 0.2 0.3 0.0
H 0.0 0.1 0.1
H -0.1 0.0 -0.1
H 0.1 -0.1 0.1
H -0.1 -0.1 -0.1
H 0.1 0.0 0.2
H 0.3 -0.2 0.2
H -0.1 0.0 0.0
H -0.2 0.0 0.0
H 0.0 0.0 -0.3
H 0.0 0.0 0.1
H 0.0 0.0 -0.1
H 0.4 -0.2 0.0
H 0.3 0.5 0.2

---

Record 2
# C25H45GaIN4O2SbSi3

C25H45GaIN4O2SbSi3 as an isolated structure at a distorted geometry (ωB97M-V/def2-TZVPD, the OMol25 dataset).

Each line ends with the Mulliken charge.
Atoms and positions in Å:
Ga 0.834605 1.209154 -0.448381  0.653
C -1.477487 3.863235 -2.917288  -1.365
C -0.573331 3.472143 -1.781160  1.279
O -0.530781 2.200191 -1.527890  -0.068
C 0.110582 4.445612 -1.095623  -1.333
C 0.979991 4.217139 0.010436  1.186
C 1.713544 5.368479 0.632653  -1.481
N 1.151905 3.013719 0.464844  0.601
N 2.058327 2.821701 1.496900  -1.116
C 2.035456 1.582505 1.886114  0.377
O 1.228668 0.674628 1.386170  -0.480
C 2.964756 1.160168 2.959050  0.181
C 2.723103 -0.019728 3.656736  0.044
C 3.610762 -0.450570 4.629658  -0.774
C 4.751536 0.289516 4.903996  -0.378
C 4.993036 1.472189 4.216430  -0.654
C 4.103609 1.909022 3.249275  -0.583
H -1.237331 3.261341 -3.794691  0.258
H -2.517313 3.664755 -2.650475  0.105
H -1.369730 4.918709 -3.157901  0.415
H -0.011372 5.469627 -1.417663  0.273
H 1.313138 6.317463 0.283355  0.425
H 1.656533 5.311915 1.717666  0.346
H 2.769881 5.304756 0.363715  0.285
H 1.826839 -0.581552 3.426401  0.333
H 3.413119 -1.363509 5.177575  0.402
H 5.457266 -0.059257 5.647449  0.386
H 5.879825 2.052460 4.437817  0.385
H 4.270670 2.825609 2.701130  0.454
N 3.194088 -2.104711 -1.514136  -0.058
C 3.853063 -3.099766 -0.886688  -0.442
C 3.304133 -3.198216 0.369470  -1.044
C 2.311690 -2.200740 0.397840  -0.352
N 2.248109 -1.549786 -0.751953  0.215
H 3.335782 -1.758948 -2.450127  0.027
H 4.642285 -3.658922 -1.360547  0.458
H 3.582053 -3.878310 1.156222  0.439
H 1.656688 -1.918808 1.202637  0.548
C -3.198538 -2.749922 1.612600  -1.029
Si -1.589072 -1.761741 1.719410  0.939
C -0.326316 -2.966413 2.459110  -1.055
C -1.825276 -0.274334 2.856414  -0.927
Sb -1.015678 -0.706937 -0.597388  -1.277
Si -1.102742 -2.605383 -2.370147  0.844
C 0.430685 -3.703695 -2.440519  -1.049
C -2.577985 -3.702165 -1.932352  -0.989
C -1.410645 -1.828719 -4.060784  -1.013
Si -3.271940 0.538260 -1.047628  0.798
C -4.845409 -0.449814 -0.636112  -1.312
C -3.327237 2.079332 0.049777  -1.019
C -3.427690 0.900750 -2.901397  -1.126
H -3.476754 -3.109594 2.606291  0.420
H -3.085989 -3.619419 0.963155  0.254
H -4.022765 -2.150749 1.228785  0.176
H -0.805114 -3.519692 3.270211  0.455
H 0.545012 -2.459634 2.877192  0.262
H 0.023798 -3.691603 1.721540  0.278
H -1.880478 -0.564805 3.907654  0.448
H -2.746150 0.256198 2.604124  0.296
H -0.992759 0.423949 2.739644  0.076
H 0.815677 -3.942651 -1.446866  0.251
H 1.227548 -3.224585 -3.009477  0.262
H 0.174545 -4.641666 -2.939531  0.473
H -2.380581 -4.301025 -1.041814  0.235
H -2.792481 -4.387293 -2.756229  0.412
H -3.473136 -3.105385 -1.749098  0.128
H -0.765904 -0.966235 -4.229692  0.165
H -2.447107 -1.498367 -4.141533  0.266
H -1.221514 -2.550616 -4.858800  0.422
H -5.067301 -0.441832 0.432011  0.348
H -4.780919 -1.487979 -0.966354  0.252
H -5.692602 0.008152 -1.152788  0.418
H -3.661710 1.814977 1.054837  0.438
H -4.017543 2.829404 -0.342765  0.458
H -2.340653 2.537026 0.134639  0.087
H -3.893740 0.049820 -3.402232  0.425
H -2.456802 1.082550 -3.362873  0.170
H -4.062021 1.772057 -3.077831  0.480
I 1.908404 0.564878 -3.561891  -0.175
C 2.477188 1.359084 -1.636493  -1.195
H 2.746138 2.394213 -1.837554  0.674
H 3.375885 0.818429 -1.356225  0.613

Forces on the atoms, in the same order (eV/Å):
Ga 0.4 0.9 -0.3
C 0.1 0.0 0.0
C 0.1 0.0 0.1
O -0.1 -0.1 -0.1
C 0.0 0.1 -0.1
C 0.1 -0.1 0.2
C -0.1 0.0 0.0
N 0.0 -0.3 0.0
N 0.2 0.0 0.2
C -0.3 0.2 0.0
O 0.2 -0.1 0.0
C 0.1 -0.1 0.1
C 0.0 0.1 -0.1
C 0.0 0.0 0.0
C 0.0 0.0 0.0
C 0.0 0.0 0.0
C -0.1 0.0 0.0
H 0.0 0.0 0.0
H 0.0 0.0 0.0
H 0.0 0.0 0.0
H 0.0 0.0 0.0
H 0.0 0.0 0.0
H 0.0 0.0 0.0
H 0.0 0.0 0.0
H 0.0 0.0 0.0
H 0.0 0.0 0.0
H 0.0 0.0 0.0
H 0.0 0.0 0.0
H 0.0 0.0 0.0
N 0.2 -0.1 0.0
C 0.0 -0.1 0.1
C 0.0 0.0 0.1
C 0.1 -0.1 0.0
N 0.0 0.0 0.1
H -0.1 0.1 0.0
H 0.0 0.1 0.0
H 0.0 0.0 0.0
H 0.0 0.1 0.0
C 0.2 0.2 -0.2
Si -0.2 -0.1 0.4
C 0.0 0.3 -0.3
C 0.1 -0.1 -0.3
Sb -0.6 -0.5 0.0
Si 0.0 -0.3 -0.2
C -0.1 0.3 0.2
C 0.1 0.2 0.0
C 0.0 0.0 0.3
Si -0.5 0.1 0.0
C 0.4 0.0 0.0
C 0.3 -0.2 -0.1
C 0.3 -0.1 0.2
H 0.1 0.0 0.0
H 0.0 0.0 0.0
H 0.0 0.0 0.0
H -0.1 0.0 0.0
H 0.0 0.0 0.0
H 0.0 0.0 0.0
H 0.0 -0.1 0.0
H 0.0 0.0 0.0
H 0.0 0.0 0.0
H 0.0 0.0 0.0
H 0.0 0.0 0.0
H -0.1 0.0 0.0
H 0.0 0.0 0.0
H 0.0 0.0 0.0
H 0.0 0.0 0.0
H 0.0 0.0 0.0
H 0.0 0.0 0.0
H 0.0 -0.1 0.1
H 0.0 0.0 0.0
H -0.1 0.0 0.0
H 0.0 0.1 0.0
H 0.0 0.0 0.0
H 0.0 -0.1 -0.1
H -0.1 0.0 0.0
H 0.0 0.0 0.0
H 0.0 0.0 0.0
H 0.0 0.0 0.1
I 0.2 0.0 -0.1
C -0.4 -0.3 0.0
H -0.2 0.0 0.0
H -0.1 -0.1 0.1

---

Record 3
# C25H45LuN2P3Se2

C25H45LuN2P3Se2 as an isolated structure at a distorted geometry (ωB97M-V/def2-TZVPD, the OMol25 dataset).

Each line ends with the Mulliken charge.
Atoms and positions in Å:
Lu 0.179440 0.156919 -0.917542  0.598
P -1.610145 -0.760752 1.486611  0.978
P 0.963303 -2.609679 -0.817051  0.874
P -2.143154 -0.978843 -1.924374  0.992
H 0.339441 2.995990 -1.466000  0.770
C -0.589190 2.409887 -1.441008  -1.010
C -1.193380 2.148650 -0.217931  -0.687
H -0.704068 2.479396 0.705654  0.158
C -1.229982 -0.273339 3.220978  -1.766
C -1.911230 -2.544668 1.886266  -1.350
C -3.343369 -0.096377 1.563502  -1.330
C 2.171049 -2.741715 -2.211396  -1.396
C 2.095422 -3.144323 0.510153  -1.210
C 0.009777 -4.164955 -1.044606  -1.343
C -3.396947 0.318700 -2.202923  -1.343
C -3.245945 -2.396976 -1.591249  -1.341
C -1.654172 -1.337146 -3.660169  -1.023
H -1.128899 2.334117 -2.394635  0.531
H -2.274237 2.019617 -0.145478  0.375
H -1.209102 0.812254 3.311366  0.415
H -0.281408 -0.697035 3.551085  0.336
H -2.032795 -0.665262 3.844176  0.681
H -0.944980 -3.033043 2.063859  0.333
H -2.441500 -3.052353 1.073665  0.326
H -2.510762 -2.599644 2.803736  0.549
H -3.269071 0.992344 1.603682  0.383
H -3.799811 -0.461620 2.488185  0.514
H -3.950771 -0.399747 0.707164  0.285
H 2.747163 -3.670110 -2.114585  0.527
H 2.844209 -1.879952 -2.176828  0.405
H 1.647836 -2.721378 -3.169886  0.298
H 2.688451 -4.007697 0.159088  0.565
H 1.533382 -3.433370 1.410331  0.328
H 2.776663 -2.324530 0.782311  0.239
H 0.682232 -5.030721 -1.144202  0.501
H -0.618899 -4.109543 -1.941422  0.361
H -0.647960 -4.336160 -0.181766  0.340
H -3.961647 0.029438 -3.103061  0.492
H -2.931924 1.301906 -2.360595  0.262
H -4.075653 0.389512 -1.339998  0.319
H -3.884688 -2.549872 -2.476745  0.492
H -3.883542 -2.193714 -0.720105  0.438
H -2.662591 -3.308571 -1.407202  0.232
H -2.562760 -1.379997 -4.275665  0.549
H -1.111386 -2.290315 -3.706321  0.265
H -0.985720 -0.539276 -4.025834  0.138
C 1.387888 2.252795 -4.571849  0.955
C 0.934845 3.531892 -4.227165  0.160
C 1.124194 4.627601 -5.100244  -0.847
C 1.755572 4.441906 -6.337544  -0.425
C 2.173608 3.166633 -6.707933  -0.737
C 1.982111 2.076555 -5.843670  -0.641
Se 1.283223 0.574138 -3.469531  0.026
H 1.436326 1.176371 -2.034012  0.118
H 0.427398 3.692393 -3.282156  0.173
H 0.780273 5.621031 -4.811718  0.413
H 1.915775 5.299194 -7.007978  0.397
H 2.656787 2.998762 -7.675106  0.393
H 2.296745 1.082446 -6.147944  0.356
C 2.932095 -1.099766 3.565778  -1.014
N 2.342341 0.229741 3.608388  0.264
C 1.984320 1.002586 2.531782  -0.524
Se 2.390750 0.733807 0.728032  -0.094
N 1.318816 2.070635 3.075824  0.320
C 1.171609 1.936604 4.462062  0.459
C 0.447212 2.677375 5.390906  -0.774
C 0.507545 2.250900 6.724064  -0.625
C 1.139304 1.035866 7.064278  -0.733
C 1.770725 0.256731 6.092443  -0.947
C 1.818021 0.769683 4.794156  1.211
H 3.700551 -1.158874 2.793646  0.388
H 2.167086 -1.863521 3.375491  0.326
H 3.373395 -1.283251 4.549817  0.366
H 0.946418 2.828792 2.508867  0.290
H -0.102366 3.545321 5.044995  0.452
H 0.067901 2.860227 7.507224  0.434
H 1.150969 0.711039 8.107495  0.431
H 2.231902 -0.701666 6.298354  0.374

Forces on the atoms, in the same order (eV/Å):
Lu -0.2 -3.5 2.1
P -0.7 0.0 1.1
P 0.9 -1.1 -0.4
P -0.6 0.0 -1.0
H 0.0 -0.7 0.2
C -2.0 1.6 2.2
C 0.1 2.6 -1.9
H 0.1 -0.4 -0.3
C 0.4 0.2 -0.4
C 0.2 0.1 -0.6
C 0.5 -0.2 -0.5
C -0.3 0.3 0.0
C 0.2 0.2 0.6
C -0.5 0.1 0.0
C -0.1 0.2 0.0
C 0.1 -0.3 0.3
C 0.2 0.2 -0.1
H 0.2 -0.2 0.4
H 0.3 -0.7 -0.2
H 0.1 0.0 0.1
H 0.0 0.1 0.1
H 0.1 0.0 0.1
H -0.2 0.0 0.0
H 0.2 0.0 0.2
H 0.1 0.0 -0.3
H -0.2 -0.1 0.0
H 0.0 0.1 -0.2
H 0.0 0.1 0.2
H -0.1 0.2 -0.1
H 0.1 -0.2 0.0
H 0.1 -0.1 0.0
H -0.3 0.3 0.2
H 0.2 0.0 -0.2
H -0.2 -0.3 -0.1
H -0.1 0.4 0.0
H 0.2 -0.1 0.1
H 0.2 0.0 -0.2
H 0.0 0.3 0.4
H -0.3 -0.3 -0.1
H 0.2 0.0 -0.3
H 0.2 0.1 0.3
H 0.2 -0.1 -0.3
H -0.3 0.2 -0.1
H 0.3 -0.1 0.1
H -0.2 0.2 -0.1
H -0.6 -0.5 0.0
C 0.3 0.7 -1.2
C -0.1 0.0 0.2
C 0.1 -0.8 0.1
C -0.1 0.2 0.3
C -0.2 -0.4 0.3
C 0.0 -0.3 0.6
Se 0.4 1.5 0.4
H 1.5 0.5 -1.9
H 0.2 0.2 -0.3
H 0.1 -0.3 0.0
H -0.1 -0.5 0.4
H -0.2 0.0 0.4
H 0.1 0.2 -0.1
C 0.2 -0.2 0.1
N -0.6 0.2 -1.2
C -0.5 0.3 2.8
Se 0.0 0.0 -0.4
N 0.0 -0.4 -1.0
C -0.3 0.2 -0.4
C 0.3 0.0 0.4
C 0.0 0.0 -0.7
C 0.3 -0.1 -0.3
C 0.1 0.3 0.1
C 0.0 -0.5 0.0
H 0.0 0.1 0.2
H 0.1 0.2 0.1
H 0.1 -0.1 -0.4
H 0.4 -0.2 0.3
H 0.1 0.1 0.4
H -0.1 -0.2 -0.2
H -0.1 0.1 -0.4
H -0.1 0.1 0.3

As for the total charge: +3.

---

Number 1: DFT total energy -227540.3502 eV. Number 2: DFT total energy -127362.0664 eV. Number 3: DFT total energy -221790.8019 eV.